No. 1
{"formula": "C7H14", "method": "ωB97M-V/def2-TZVPD", "de_lowest_kj_mol": 140.7, "smiles": "C=C(C)C.C=CC", "species": ["C", "C", "C", "C", "C", "C", "C", "H", "H", "H", "H", "H", "H", "H", "H", "H", "H", "H", "H", "H", "H"], "coordinates": [[1.70, 0.38, 0.04], [0.71, 1.15, 0.87], [1.20, 1.59, 2.22], [-0.52, 1.44, 0.44], [-1.72, -1.27, -1.23], [-1.51, -0.94, -2.50], [-0.74, -2.00, -0.36], [2.55, 1.01, -0.23], [2.10, -0.47, 0.61], [1.25, 0.00, -0.88], [-0.53, -1.42, 0.55], [1.59, 0.75, 2.80], [2.02, 2.31, 2.11], [0.40, 2.07, 2.81], [-1.22, 2.00, 1.05], [-0.86, 1.13, -0.55], [-2.66, -0.99, -0.75], [-2.26, -0.40, -3.08], [-0.58, -1.19, -3.01], [0.21, -2.17, -0.88], [-1.13, -2.97, -0.05]], "lowdin_charge": [-0.081, -0.432, -0.080, 0.027, -0.264, -0.026, -0.122, 0.083, 0.083, 0.062, 0.061, 0.078, 0.081, 0.073, 0.062, 0.044, 0.097, 0.051, 0.057, 0.070, 0.074]}


No. 2
{"formula": "C20H30CdCl2N3O3S", "method": "ωB97M-V/def2-TZVPD", "charge": -1, "species": ["O", "C", "C", "C", "H", "C", "H", "C", "H", "C", "H", "C", "H", "H", "C", "C", "H", "H", "H", "C", "C", "H", "H", "H", "H", "Cd", "Cl", "Cl", "H", "H", "C", "C", "N", "H", "C", "O", "H", "H", "H", "H", "H", "H", "C", "C", "N", "H", "C", "O", "H", "H", "H", "H", "S", "C", "C", "N", "C", "H", "H", "H"], "coordinates": [[1.61, -1.89, -1.25], [1.25, -2.39, -0.17], [0.05, -3.32, -0.23], [-1.26, -2.84, -0.19], [-1.42, -1.78, 0.00], [-2.33, -3.74, -0.36], [-3.36, -3.38, -0.27], [-2.05, -5.10, -0.61], [-2.87, -5.80, -0.76], [-0.73, -5.56, -0.66], [-0.50, -6.63, -0.79], [0.33, -4.67, -0.49], [1.37, -4.97, -0.54], [2.05, -2.77, 0.63], [2.32, -0.65, 1.76], [0.93, -1.12, 1.52], [2.91, -1.37, 2.36], [2.36, 0.32, 2.28], [2.85, -0.52, 0.81], [0.04, -1.57, 2.41], [0.09, -1.53, 3.93], [-0.84, -2.09, 2.03], [0.39, -2.51, 4.35], [-0.89, -1.25, 4.36], [0.79, -0.75, 4.27], [-0.32, 1.14, 2.23], [-2.16, 0.37, 0.87], [0.24, 1.93, 4.44], [-2.47, -1.47, -4.08], [-3.30, 0.76, -3.70], [-2.04, -1.47, -3.08], [-2.76, 0.88, -2.76], [-1.72, -0.12, -2.68], [-1.12, -2.07, -3.08], [-0.48, 0.24, -2.30], [-0.13, 1.40, -2.05], [-2.31, 1.88, -2.70], [0.23, -0.61, -2.24], [-2.76, -1.93, -2.39], [-3.48, 0.76, -1.93], [3.58, 4.31, -0.83], [3.49, 2.76, -2.71], [3.48, 3.49, -0.13], [3.20, 1.92, -2.06], [2.75, 2.42, -0.78], [2.95, 3.80, 0.76], [1.79, 1.77, -0.12], [1.39, 2.11, 1.02], [2.38, 1.35, -2.52], [1.37, 0.91, -0.65], [4.49, 3.15, 0.13], [4.08, 1.26, -1.94], [-1.59, 6.03, 2.16], [-2.22, 5.38, 0.67], [-1.93, 4.02, 0.57], [-1.25, 3.52, 1.68], [-1.01, 4.45, 2.60], [-2.76, 5.95, -0.08], [-2.19, 3.34, -0.22], [-0.51, 4.22, 3.53]], "lowdin_charge": [-0.131, -0.396, -0.195, -0.096, 0.008, -0.093, 0.100, -0.114, 0.085, -0.108, 0.091, -0.049, 0.111, 0.129, -0.177, -0.287, 0.082, 0.044, 0.061, -0.309, -0.162, 0.056, 0.071, 0.057, 0.002, 1.045, -0.191, -0.283, 0.081, 0.078, -0.053, -0.068, -0.184, 0.096, -0.323, -0.057, 0.076, 0.117, 0.074, 0.070, 0.082, 0.085, -0.036, -0.035, -0.169, 0.084, -0.308, -0.166, 0.085, 0.112, 0.091, 0.095, 0.941, -0.406, -0.229, -0.112, -0.496, 0.055, 0.081, -0.012]}


No. 3
{"formula": "C39H78O13", "method": "ωB97M-V/def2-TZVPD", "de_lowest_kj_mol": 206.3, "species": ["C", "C", "O", "C", "H", "H", "H", "H", "H", "H", "C", "C", "O", "C", "H", "H", "H", "H", "H", "H", "C", "C", "O", "C", "H", "H", "H", "H", "H", "H", "C", "C", "O", "C", "H", "H", "H", "H", "H", "H", "C", "C", "O", "C", "H", "H", "H", "H", "H", "H", "C", "C", "O", "C", "H", "H", "H", "H", "H", "H", "C", "C", "O", "C", "H", "H", "H", "H", "H", "H", "C", "C", "O", "C", "H", "H", "H", "H", "H", "H", "C", "C", "O", "C", "H", "H", "H", "H", "H", "H", "C", "C", "O", "C", "H", "H", "H", "H", "H", "H", "C", "C", "O", "C", "H", "H", "H", "H", "H", "H", "C", "C", "O", "C", "H", "H", "H", "H", "H", "H", "C", "C", "O", "C", "H", "H", "H", "H", "H", "H"], "coordinates": [[-1.10, 2.92, 5.16], [-0.64, 1.47, 4.98], [-1.17, 0.79, 4.14], [0.43, 0.87, 5.90], [-1.75, 2.84, 6.04], [-1.64, 3.36, 4.32], [-0.23, 3.52, 5.45], [1.35, 1.04, 5.33], [0.29, -0.21, 6.01], [0.45, 1.43, 6.81], [-3.26, -4.02, 0.80], [-2.11, -4.17, 1.83], [-1.15, -4.82, 1.59], [-2.25, -3.47, 3.11], [-4.05, -4.68, 1.07], [-2.91, -4.33, -0.17], [-3.65, -2.98, 0.72], [-3.24, -3.35, 3.53], [-1.93, -2.42, 2.99], [-1.69, -3.94, 3.95], [-0.55, -0.29, -1.20], [-1.26, 0.91, -0.64], [-2.10, 1.57, -1.17], [-0.73, 1.23, 0.79], [-1.06, -1.17, -0.86], [0.43, -0.24, -0.84], [-0.55, -0.33, -2.26], [-1.21, 0.52, 1.48], [-1.23, 2.21, 0.99], [0.35, 1.25, 0.87], [-0.49, -7.38, -2.61], [0.79, -8.12, -2.97], [0.88, -8.93, -3.87], [2.01, -7.82, -2.13], [-1.32, -7.42, -3.34], [-0.28, -6.32, -2.53], [-0.81, -7.66, -1.62], [1.72, -7.78, -1.06], [2.39, -6.82, -2.35], [2.84, -8.54, -2.12], [4.37, 0.88, -3.78], [3.07, 0.34, -3.46], [2.04, 0.65, -3.98], [3.14, -0.86, -2.54], [4.30, 1.73, -4.41], [4.90, 0.01, -4.29], [4.97, 1.07, -2.84], [3.81, -1.64, -2.88], [2.16, -1.33, -2.51], [3.35, -0.51, -1.52], [0.26, -2.26, -4.31], [-0.23, -3.25, -3.28], [0.53, -4.02, -2.66], [-1.71, -3.41, -3.20], [0.29, -1.23, -3.94], [-0.40, -2.31, -5.19], [1.26, -2.51, -4.62], [-2.14, -3.17, -4.15], [-2.21, -2.77, -2.47], [-2.00, -4.45, -2.97], [2.55, 5.19, 4.12], [1.96, 4.08, 3.31], [1.73, 2.99, 3.83], [1.53, 4.38, 1.89], [3.49, 5.52, 3.64], [2.67, 4.77, 5.14], [1.85, 6.01, 3.99], [2.56, 4.48, 1.40], [0.98, 5.31, 1.69], [0.97, 3.54, 1.56], [-3.91, 1.30, 2.13], [-3.89, 0.08, 1.19], [-3.33, -0.90, 1.61], [-4.74, 0.09, -0.09], [-3.06, 1.29, 2.84], [-4.72, 1.08, 2.87], [-4.21, 2.21, 1.68], [-4.73, 1.04, -0.54], [-5.75, -0.08, 0.29], [-4.34, -0.75, -0.73], [-1.88, 1.89, -4.55], [-3.23, 1.47, -5.03], [-3.82, 2.09, -5.85], [-3.65, 0.15, -4.46], [-1.88, 3.03, -4.54], [-1.15, 1.64, -5.40], [-1.57, 1.41, -3.64], [-2.84, -0.60, -4.58], [-4.62, -0.20, -4.80], [-3.76, 0.26, -3.40], [2.84, 0.43, 2.98], [3.39, 0.03, 1.60], [2.64, -0.13, 0.65], [4.84, -0.23, 1.54], [3.48, 1.26, 3.40], [2.99, -0.57, 3.55], [1.78, 0.66, 2.85], [5.11, -1.03, 2.24], [5.35, 0.68, 1.79], [5.09, -0.58, 0.52], [-1.77, 6.76, 0.39], [-2.30, 5.38, 0.62], [-2.00, 4.67, 1.53], [-3.33, 5.03, -0.49], [-1.34, 6.68, -0.61], [-1.05, 7.04, 1.24], [-2.54, 7.51, 0.39], [-3.38, 5.74, -1.31], [-4.32, 4.90, -0.02], [-3.12, 4.08, -1.00], [2.25, -3.12, 1.41], [2.78, -3.44, 2.78], [3.87, -3.11, 3.20], [1.80, -4.26, 3.62], [2.85, -2.41, 0.83], [1.18, -2.96, 1.37], [2.27, -4.03, 0.75], [2.22, -4.47, 4.64], [1.48, -5.24, 3.23], [0.91, -3.61, 3.73], [2.98, 4.05, -2.18], [1.52, 4.10, -1.82], [1.16, 5.12, -1.25], [0.65, 2.90, -1.98], [3.32, 3.16, -1.67], [3.53, 4.87, -1.82], [3.03, 3.91, -3.26], [0.95, 2.06, -1.31], [0.65, 2.44, -2.99], [-0.38, 3.25, -1.85]], "lowdin_charge": [-0.011, -0.489, 0.044, -0.004, 0.088, 0.079, 0.065, 0.064, 0.086, 0.067, -0.004, -0.516, 0.075, -0.038, 0.068, 0.058, 0.060, 0.081, 0.084, 0.094, 0.011, -0.501, 0.056, -0.002, 0.091, 0.051, 0.049, 0.069, 0.085, 0.054, -0.021, -0.482, 0.054, -0.033, 0.089, 0.041, 0.083, 0.082, 0.080, 0.090, -0.033, -0.549, 0.067, -0.008, 0.069, 0.126, 0.111, 0.095, 0.052, 0.062, -0.026, -0.462, 0.031, -0.021, 0.058, 0.092, 0.082, 0.060, 0.080, 0.087, -0.016, -0.480, 0.014, -0.002, 0.094, 0.099, 0.086, 0.118, 0.079, 0.054, -0.006, -0.475, 0.036, -0.004, 0.063, 0.103, 0.055, 0.046, 0.092, 0.099, -0.033, -0.536, 0.086, -0.012, 0.111, 0.121, 0.033, 0.085, 0.085, 0.056, -0.015, -0.512, 0.013, -0.019, 0.099, 0.115, 0.062, 0.085, 0.081, 0.093, -0.035, -0.499, 0.063, -0.014, 0.083, 0.106, 0.075, 0.068, 0.090, 0.060, -0.017, -0.483, 0.045, -0.026, 0.063, 0.077, 0.114, 0.093, 0.085, 0.076, -0.009, -0.476, 0.043, -0.006, 0.073, 0.070, 0.093, 0.096, 0.078, 0.085]}


No. 4
{"formula": "C4H2N2S6", "method": "ωB97M-V/def2-TZVPD", "de_lowest_kj_mol": 0.3, "smiles": "S=C1/N=C\\C=N/C(=S)SSSS1", "species": ["S", "S", "N", "N", "S", "S", "S", "S", "C", "C", "C", "C", "H", "H"], "coordinates": [[1.60, -1.56, -0.81], [-1.16, 1.84, 0.92], [-0.12, -1.57, 1.21], [-1.32, 0.33, -1.26], [3.20, 1.19, 0.25], [1.98, 2.91, 0.05], [2.03, 0.05, 1.65], [0.57, 2.28, -1.46], [1.05, -1.04, 0.68], [-0.66, 1.35, -0.58], [-1.25, -1.53, 0.53], [-1.64, -0.84, -0.75], [-2.05, -2.04, 1.04], [-2.23, -1.38, -1.46]], "lowdin_charge": [0.632, 0.637, 0.008, -0.001, 0.107, 0.101, 0.480, 0.479, -1.226, -1.224, -0.105, -0.106, 0.110, 0.109]}


No. 5
{"formula": "C11H23N5O3", "method": "ωB97M-V/def2-TZVPD", "de_lowest_kj_mol": 980.8, "species": ["C", "C", "C", "C", "C", "C", "C", "C", "C", "C", "C", "H", "H", "H", "H", "H", "H", "H", "H", "H", "H", "H", "H", "H", "H", "H", "H", "H", "H", "H", "H", "H", "H", "H", "N", "N", "N", "N", "N", "O", "O", "O"], "coordinates": [[0.71, 0.02, -0.10], [0.57, 0.43, 1.52], [-0.56, -0.82, -0.46], [-0.26, -1.45, -2.00], [-0.38, -3.11, -1.84], [2.00, -3.99, -1.88], [-1.18, 2.02, 0.82], [-0.23, 3.07, 0.36], [-2.58, 2.57, 1.34], [-3.45, 1.50, 1.83], [-2.42, 3.65, 2.49], [2.71, 0.17, -0.95], [2.56, -0.85, 0.31], [0.36, 0.89, -0.85], [-1.54, 0.27, -0.86], [-1.00, -1.67, 0.69], [0.59, -1.01, -2.42], [-1.21, -1.09, -2.52], [-1.32, -3.36, -1.00], [-0.91, -3.61, -2.94], [0.81, -4.77, -1.01], [3.30, -5.63, -1.83], [2.51, -2.09, -2.39], [3.54, -3.39, -2.86], [-0.56, 1.37, 2.89], [-1.49, 1.29, 0.01], [-2.93, 3.09, 0.32], [-3.57, 0.41, 1.33], [-4.39, 1.67, 2.01], [-2.86, 1.30, 2.96], [-1.71, 4.44, 2.27], [-2.12, 3.20, 3.49], [-3.46, 3.96, 2.86], [-0.41, 4.51, -0.55], [1.98, -0.56, -0.59], [0.84, -3.68, -1.23], [2.34, -5.29, -1.70], [2.65, -3.04, -2.65], [-0.42, 1.30, 1.80], [1.21, -0.11, 2.39], [0.93, 3.30, 0.41], [-1.11, 3.89, -0.42]], "lowdin_charge": [-0.343, -0.453, -0.129, -0.175, -0.219, -0.560, -0.270, -0.456, -0.378, -0.091, -0.061, 0.123, 0.132, 0.150, 0.177, 0.227, 0.035, 0.093, 0.144, 0.159, 0.141, 0.020, 0.043, 0.071, 0.206, 0.076, 0.173, 0.134, -0.004, 0.152, 0.070, 0.078, 0.103, 0.098, -0.007, -0.028, 0.048, 0.156, 0.092, 0.061, 0.170, 0.044]}


No. 6
{"formula": "C27H40BF2KMgN3O14P", "method": "ωB97M-V/def2-TZVPD", "species": ["C", "C", "C", "C", "C", "C", "F", "C", "C", "C", "O", "O", "C", "O", "H", "H", "H", "H", "H", "H", "H", "H", "H", "H", "H", "H", "H", "O", "P", "N", "C", "C", "N", "C", "C", "N", "C", "C", "H", "H", "H", "H", "H", "H", "H", "H", "H", "H", "H", "H", "H", "H", "H", "H", "H", "H", "B", "O", "C", "O", "C", "O", "O", "O", "C", "O", "C", "O", "O", "Mg", "F", "C", "C", "C", "C", "C", "C", "H", "H", "H", "H", "H", "C", "O", "H", "H", "H", "O", "H", "K"], "coordinates": [[-3.21, -3.35, 5.27], [-3.41, -3.77, 3.70], [-4.81, -3.25, 3.02], [-5.39, -1.84, 3.61], [-6.36, -1.71, 4.73], [-7.12, -2.82, 5.67], [-6.37, -4.08, 5.88], [-8.56, -3.22, 4.94], [-8.32, -4.13, 3.59], [-6.54, -0.09, 4.93], [-7.40, 0.61, 5.68], [-5.53, 0.69, 4.15], [-5.00, -0.28, 3.13], [-4.29, 0.03, 2.02], [-3.80, -4.02, 6.04], [-2.05, -3.55, 5.52], [-3.39, -2.22, 5.52], [-2.50, -3.37, 3.08], [-3.44, -4.96, 3.66], [-5.58, -4.15, 3.05], [-4.60, -3.08, 1.85], [-7.38, -2.28, 6.69], [-9.15, -3.89, 5.72], [-9.10, -2.22, 4.66], [-9.33, -4.67, 3.25], [-7.92, -3.47, 2.68], [-7.49, -4.97, 3.75], [0.87, -0.45, 0.53], [0.16, 0.12, -0.73], [1.04, 1.54, -0.69], [0.78, 2.79, -0.01], [2.42, 1.48, -1.16], [-1.38, 0.16, 0.04], [-2.23, 1.30, 0.29], [-1.57, -0.78, 1.17], [-0.66, 0.77, -2.17], [-0.27, -0.03, -3.33], [-0.79, 2.16, -2.60], [0.93, 3.63, -0.69], [1.43, 2.93, 0.86], [-0.24, 2.88, 0.35], [2.44, 1.56, -2.26], [2.89, 0.54, -0.88], [3.05, 2.28, -0.76], [-1.85, 1.94, 1.09], [-3.24, 0.98, 0.60], [-2.43, 1.90, -0.60], [-1.10, -0.39, 2.08], [-1.15, -1.76, 0.94], [-2.63, -0.95, 1.39], [0.77, 0.19, -3.62], [-0.92, 0.15, -4.19], [-0.33, -1.10, -3.10], [0.15, 2.55, -3.00], [-1.14, 2.83, -1.82], [-1.54, 2.23, -3.39], [4.87, 1.05, -5.88], [6.26, 1.52, -5.87], [6.30, 2.63, -6.63], [7.32, 3.28, -6.83], [4.99, 2.91, -7.15], [4.70, 3.85, -7.88], [4.12, 1.99, -6.72], [4.79, -0.31, -6.41], [4.24, -1.07, -5.44], [4.03, -2.27, -5.55], [3.96, -0.26, -4.29], [3.46, -0.65, -3.24], [4.33, 1.01, -4.52], [-2.93, -1.88, 2.64], [6.54, -2.13, -3.35], [7.20, -1.41, -2.44], [8.47, -1.82, -2.03], [9.16, -1.07, -1.07], [8.57, 0.08, -0.54], [7.30, 0.48, -0.95], [6.62, -0.26, -1.91], [8.90, -2.72, -2.45], [10.15, -1.38, -0.75], [9.11, 0.66, 0.21], [6.85, 1.37, -0.53], [5.63, 0.04, -2.25], [2.75, 6.00, -1.35], [1.72, 5.40, -1.94], [2.82, 5.91, -0.25], [3.76, 5.68, -1.64], [2.83, 7.09, -1.47], [-2.68, 2.36, 3.75], [-3.17, 1.69, 3.31], [1.57, 4.84, 1.28]], "lowdin_charge": [-0.089, -0.225, -0.148, -0.060, 0.041, -0.170, -0.086, -0.159, -0.132, -0.160, 0.042, 0.070, -0.155, -0.084, 0.113, 0.119, 0.100, 0.077, 0.182, 0.144, 0.145, 0.179, 0.135, 0.133, 0.101, 0.083, 0.077, -0.303, 0.762, -0.314, -0.226, -0.074, -0.248, -0.100, -0.185, -0.291, -0.132, -0.104, 0.039, -0.009, 0.066, 0.084, 0.076, 0.097, 0.076, 0.064, 0.080, 0.116, 0.095, 0.002, 0.077, 0.085, 0.080, 0.101, 0.067, 0.104, -0.929, 0.239, -0.386, 0.141, -0.386, 0.142, 0.239, 0.250, -0.391, 0.138, -0.402, 0.099, 0.238, 0.911, 0.082, -0.269, -0.018, -0.092, -0.107, -0.079, 0.005, 0.114, 0.100, 0.095, 0.101, 0.098, -0.485, -0.322, -0.057, 0.065, 0.062, -0.338, -0.204, 0.984]}


no.,LUMO level (Ha),E_HOMO (hartree),orbital gap (eV)
1,0.0392,-0.339,10.30
2,0.0874,-0.134,6.02
3,0.0118,-0.339,9.56
4,-0.0660,-0.325,7.05
5,0.0066,-0.316,8.79
6,-0.1838,-0.234,1.36